# C9H13N3

The molecule C9H13N3 (wB97M-V/def2-TZVPD, OMol25).

Geometry (Å):
H: 1.013 3.373 0.090
N: 1.836 2.748 0.158
C: 1.393 1.609 -0.246
C: 2.046 0.303 -0.176
C: 3.426 -0.076 0.404
C: 1.089 -0.568 -0.391
C: 1.180 -2.071 -0.440
N: -0.047 0.007 -0.982
N: 0.132 1.427 -0.870
C: -1.299 1.927 -0.180
C: -2.031 0.855 -0.122
C: -3.468 0.947 0.404
C: -1.402 -0.353 -0.616
H: 4.128 -0.170 -0.388
H: 3.345 -0.941 0.982
H: 3.928 0.686 1.010
H: 0.569 -2.390 -1.256
H: 0.543 -2.391 0.451
H: 2.148 -2.501 -0.545
H: -1.428 2.984 -0.124
H: -4.130 0.961 -0.512
H: -3.688 1.868 0.766
H: -3.816 0.046 1.008
H: -1.188 -1.266 0.100
H: -1.802 -0.611 -1.622

SMILES string: [H]/N=c1/c(C)c(C)n2n1C=C(C)C2
E_HOMO in eV: -7.342
Total energy in a.u.: -514.87609
Net charge: 0
LUMO level in eV: 0.687
Relative energy (zero: lowest compared OMol25 entry of this formula, charge and spin) in kcal per mole: 62.7

=====

# C5H6O2

The molecule C5H6O2 (wB97M-V/def2-TZVPD, OMol25).

Geometry (Å):
O: 2.077 -0.246 1.995
C: 0.138 -1.072 -1.157
C: -1.165 -0.572 -0.578
C: -0.961 0.726 0.254
C: 0.497 0.511 0.557
O: 0.873 0.343 1.747
C: 1.182 -0.146 -0.595
H: -1.515 -1.394 0.074
H: -1.902 -0.515 -1.385
H: -1.553 0.781 1.170
H: -1.167 1.621 -0.349
H: 2.133 -0.585 -0.290
H: 1.363 0.546 -1.443

E_HOMO in eV: -8.955
Total energy in a.u.: -344.31164
Net charge: 0
LUMO level in eV: -0.663
Relative energy (zero: lowest compared OMol25 entry of this formula, charge and spin) in kcal per mole: 182.1

=====

# C51H68NO4Se2Y

A structure of composition C51H68NO4Se2Y (wB97M-V/def2-TZVPD, OMol25).

Geometry (Å):
Y: -0.595 0.613 0.182
C: 2.774 -1.151 0.626
C: 2.597 -1.195 -0.751
C: 2.178 -2.375 -1.358
C: 1.948 -3.508 -0.593
C: 2.130 -3.464 0.784
C: 2.536 -2.286 1.390
H: 3.052 -0.208 1.082
H: 2.767 -0.291 -1.327
H: 2.014 -2.400 -2.429
H: 1.593 -4.418 -1.063
H: 1.914 -4.341 1.383
H: 2.637 -2.236 2.468
C: -2.887 -7.354 1.419
C: -2.716 -6.501 0.163
C: -4.093 -6.343 -0.498
C: -1.784 -7.253 -0.797
C: -2.138 -5.122 0.473
C: -1.913 -4.220 -0.565
C: -1.403 -2.966 -0.318
Se: -1.167 -1.722 -1.756
C: -3.004 -1.238 -1.938
C: -3.799 -1.934 -2.832
C: -5.160 -1.685 -2.936
C: -5.681 -0.699 -2.100
C: -4.925 0.033 -1.195
C: -3.526 -0.229 -1.092
O: -2.779 0.421 -0.256
C: -5.549 1.126 -0.327
C: -7.067 1.227 -0.514
C: -4.941 2.478 -0.724
C: -5.295 0.853 1.163
C: -6.007 -2.486 -3.924
C: -5.499 -2.255 -5.352
C: -5.911 -3.984 -3.596
C: -7.484 -2.091 -3.872
C: -1.067 -2.532 0.989
O: -0.526 -1.361 1.155
C: -1.337 -3.417 2.061
C: -1.841 -4.684 1.756
C: -1.106 -3.090 3.544
C: -0.725 -1.636 3.843
C: 0.012 -3.993 4.087
C: -2.398 -3.367 4.334
H: -3.301 -8.329 1.146
H: -1.933 -7.523 1.923
H: -3.570 -6.892 2.134
H: -4.522 -7.321 -0.737
H: -4.780 -5.815 0.165
H: -4.027 -5.767 -1.421
H: -2.197 -8.235 -1.046
H: -1.643 -6.700 -1.726
H: -0.800 -7.395 -0.345
H: -2.149 -4.493 -1.588
H: -3.331 -2.691 -3.452
H: -6.738 -0.486 -2.157
H: -7.341 1.483 -1.540
H: -7.577 0.299 -0.243
H: -7.451 2.019 0.135
H: -5.208 2.734 -1.752
H: -5.319 3.265 -0.064
H: -3.856 2.458 -0.662
H: -5.741 -0.102 1.456
H: -4.234 0.828 1.396
H: -5.769 1.641 1.758
H: -4.456 -2.556 -5.452
H: -6.089 -2.834 -6.071
H: -5.561 -1.200 -5.622
H: -4.882 -4.338 -3.651
H: -6.272 -4.179 -2.585
H: -6.508 -4.573 -4.299
H: -7.632 -1.039 -4.118
H: -8.052 -2.688 -4.591
H: -7.907 -2.267 -2.880
H: -2.010 -5.360 2.584
H: 0.213 -1.339 3.384
H: -1.488 -0.944 3.486
H: -0.640 -1.533 4.931
H: 0.949 -3.797 3.564
H: 0.173 -3.803 5.153
H: -0.230 -5.051 3.961
H: -3.210 -2.741 3.963
H: -2.718 -4.408 4.269
H: -2.241 -3.133 5.391
C: -0.653 2.272 4.118
C: -0.654 1.621 2.757
O: 0.442 1.321 2.210
O: -1.744 1.400 2.166
H: -0.851 3.338 3.991
H: 0.315 2.149 4.597
H: -1.450 1.857 4.734
C: 0.272 0.764 -3.661
C: -0.519 1.865 -3.029
C: -1.164 2.900 -3.672
C: -1.678 3.741 -2.650
C: -1.317 3.164 -1.452
C: -1.533 3.716 -0.074
N: -0.615 2.002 -1.674
H: 0.854 1.150 -4.501
H: -0.347 -0.058 -4.041
H: 0.992 0.336 -2.960
H: -1.210 3.053 -4.741
H: -2.206 4.678 -2.762
H: -1.950 4.722 -0.159
H: -0.583 3.806 0.466
H: -2.229 3.142 0.546
C: 4.959 8.130 0.554
C: 4.424 6.740 0.346
C: 3.577 6.150 1.275
C: 3.070 4.867 1.109
C: 2.151 4.303 2.153
C: 3.403 4.113 -0.036
Se: 2.713 2.374 -0.305
C: 4.267 4.708 -0.980
C: 4.657 3.962 -2.223
C: 4.756 5.991 -0.776
H: 4.499 8.588 1.432
H: 4.753 8.781 -0.300
H: 6.042 8.142 0.710
H: 3.299 6.710 2.164
H: 2.232 4.870 3.085
H: 2.357 3.246 2.327
H: 1.109 4.338 1.822
H: 3.774 3.700 -2.808
H: 5.128 3.009 -1.973
H: 5.339 4.562 -2.832
H: 5.416 6.415 -1.530

E_HOMO in eV: -1.336
Total energy in a.u.: -7181.40976
Net charge: -2
LUMO level in eV: 3.760
Relative energy (zero: lowest compared OMol25 entry of this formula, charge and spin) in kcal per mole: 9.6

=====

# C41H33F4N7O5SSn

A structure of composition C41H33F4N7O5SSn (wB97M-V/def2-TZVPD, OMol25).

Geometry (Å):
Sn: 0.300 -0.796 0.298
O: 1.306 3.389 2.900
C: 2.078 3.941 1.951
C: 2.358 5.306 2.026
C: 3.135 5.916 1.059
C: 3.648 5.176 0.000
C: 3.389 3.819 -0.074
C: 2.615 3.179 0.891
C: 2.328 1.725 0.799
O: 1.361 1.258 1.500
N: 3.134 1.016 0.024
N: 2.724 -0.258 -0.128
C: 3.570 -1.181 -0.369
C: 3.100 -2.551 -0.462
C: 3.986 -3.614 -0.642
C: 3.502 -4.907 -0.673
C: 2.138 -5.123 -0.530
C: 1.317 -4.019 -0.357
N: 1.780 -2.778 -0.314
H: 1.136 2.454 2.578
H: 1.941 5.873 2.849
H: 3.336 6.979 1.123
H: 4.243 5.660 -0.765
H: 3.782 3.218 -0.883
H: 4.636 -0.962 -0.441
H: 5.045 -3.410 -0.745
H: 4.178 -5.743 -0.804
H: 1.720 -6.119 -0.552
H: 0.239 -4.131 -0.264
C: -1.700 2.695 1.061
C: -2.511 1.404 1.117
N: -1.843 0.336 1.856
C: -1.516 0.685 3.237
C: -2.694 1.078 4.135
C: -2.610 -0.898 1.723
C: -1.930 -2.155 2.278
N: -0.479 -2.118 2.145
C: 0.269 -3.043 2.738
C: 1.685 -2.866 2.756
F: 2.175 -1.737 2.189
C: 2.564 -3.738 3.336
F: 3.886 -3.464 3.307
C: 2.140 -4.892 3.977
C: 0.774 -5.097 3.996
F: 0.304 -6.204 4.612
C: -0.130 -4.232 3.420
F: -1.435 -4.585 3.518
H: -2.082 3.345 0.272
H: -0.659 2.456 0.837
H: -1.733 3.243 2.005
H: -2.656 1.038 0.097
H: -3.511 1.608 1.536
H: -0.793 1.502 3.211
H: -1.004 -0.179 3.664
H: -3.104 2.055 3.869
H: -2.353 1.132 5.171
H: -3.499 0.344 4.079
H: -2.799 -1.053 0.664
H: -3.599 -0.815 2.202
H: -2.359 -3.001 1.731
H: -2.198 -2.274 3.336
H: 2.831 -5.586 4.427
N: -1.642 8.366 -2.490
C: -1.449 7.230 -2.465
C: -1.201 5.832 -2.454
C: -2.020 4.957 -3.180
C: -1.748 3.607 -3.210
C: -0.648 3.083 -2.511
C: 0.151 3.960 -1.756
C: -0.114 5.311 -1.738
C: -0.323 1.707 -2.593
C: 0.097 0.593 -2.801
H: -2.869 5.358 -3.719
H: -2.372 2.933 -3.780
H: 0.986 3.554 -1.200
H: 0.519 5.985 -1.175
O: 0.488 -0.627 -3.017
C: -0.608 -1.541 -2.887
N: -0.984 -1.895 -1.596
S: -2.218 -2.946 -1.686
O: -3.450 -2.419 -1.112
O: -1.835 -4.232 -1.118
C: -2.332 -2.948 -3.449
C: -3.242 -3.541 -4.287
C: -3.186 -3.273 -5.658
C: -2.202 -2.382 -6.155
C: -1.289 -1.764 -5.341
C: -1.330 -2.027 -3.931
H: -3.997 -4.207 -3.883
H: -3.898 -3.726 -6.338
H: -2.180 -2.179 -7.223
H: -0.563 -1.065 -5.742

E_HOMO in eV: 0.370
Total energy in a.u.: -3353.55153
Net charge: -2
LUMO level in eV: 3.897